Record 1
6
Properties=species:S:1:pos:R:3:mulliken_charge:R:1 method="wB97M-V/def2-TZVPD" multiplicity=2 s_squared=0.751 de_lowest_ev=0.105 orbital_gap_ev="4.85 / 7.22"
O -3.005 0.248 0.335 -0.48
C -2.225 -0.164 -0.499 -0.05
C -0.761 -0.061 -0.443 0.23
O -0.020 -1.070 -0.569 -0.53
H -2.402 -0.066 -1.632 0.17
Ba 2.005 0.446 0.295 0.67

***

Record 2
81
Properties=species:S:1:pos:R:3:mulliken_charge:R:1 method="wB97M-V/def2-TZVPD" total_charge=-1 multiplicity=2 s_squared=1.166 orbital_gap_ev="4.69 / 6.57"
P 0.783 -3.178 -0.536 -0.18
C 2.148 -3.374 0.685 0.26
C 2.595 -4.820 0.902 -0.45
C 3.602 -4.873 2.072 -0.89
C 4.793 -3.903 1.925 -0.69
C 4.392 -2.480 1.500 -0.92
C 3.357 -2.470 0.374 -0.51
C 1.397 -3.193 -2.271 0.13
C 2.116 -4.486 -2.657 -0.73
C 2.318 -4.507 -4.176 -0.85
C 3.019 -3.250 -4.730 -0.71
C 2.514 -1.915 -4.150 -0.76
C 2.269 -1.969 -2.637 -0.49
C -0.650 -4.312 -0.300 0.62
C -1.129 -4.181 1.162 -0.80
C -2.457 -4.898 1.428 -0.87
C -3.540 -4.599 0.377 -0.69
C -3.062 -4.658 -1.083 -0.83
C -1.733 -3.932 -1.339 -0.96
H 1.673 -2.998 1.619 0.53
H 3.062 -5.211 -0.015 0.13
H 1.728 -5.462 1.126 0.29
H 3.969 -5.901 2.196 0.38
H 3.061 -4.618 2.995 0.36
H 5.328 -3.850 2.882 0.39
H 5.503 -4.312 1.190 0.31
H 3.995 -1.935 2.366 0.42
H 5.285 -1.932 1.176 0.37
H 3.032 -1.438 0.188 0.08
H 3.852 -2.844 -0.533 0.09
H 0.460 -3.120 -2.859 0.42
H 1.334 -4.591 -4.655 0.35
H 1.528 -5.357 -2.336 0.27
H 3.089 -4.538 -2.142 0.23
H 2.886 -5.400 -4.460 0.38
H 2.891 -3.222 -5.821 0.36
H 4.102 -3.333 -4.553 0.30
H 3.241 -1.120 -4.371 0.40
H 1.578 -1.630 -4.650 0.40
H 1.806 -1.033 -2.292 -0.05
H 3.247 -2.049 -2.141 0.16
H -0.280 -5.334 -0.495 0.43
H -0.353 -4.562 1.846 0.26
H -1.245 -3.105 1.386 0.30
H -2.279 -5.981 1.492 0.36
H -2.830 -4.580 2.407 0.37
H -3.958 -3.602 0.579 0.34
H -4.377 -5.296 0.501 0.33
H -3.831 -4.218 -1.729 0.38
H -2.937 -5.707 -1.392 0.36
H -1.383 -4.176 -2.356 0.25
H -1.887 -2.839 -1.309 0.33
Ti -0.079 1.691 0.202 0.53
Cl -1.196 0.764 -1.483 -0.46
Cl -0.401 0.334 1.891 -0.47
C 1.903 1.484 0.075 -0.54
H 2.459 0.906 0.814 0.48
C 2.664 2.080 -0.977 0.93
C 2.019 2.264 -2.241 0.04
C 2.633 2.959 -3.275 -0.89
C 3.930 3.467 -3.123 -0.36
C 4.629 3.240 -1.920 -0.42
C 4.033 2.528 -0.884 -0.48
H 1.026 1.819 -2.380 0.07
H 2.097 3.109 -4.217 0.35
H 5.652 3.625 -1.817 0.33
H 4.609 2.320 0.026 0.36
H 4.401 4.022 -3.936 0.35
N -0.955 3.391 0.739 -0.56
C -1.825 4.119 1.067 0.12
C -2.814 4.962 1.566 0.44
C -2.967 5.081 2.973 -0.59
C -3.920 5.952 3.484 -0.40
C -4.700 6.725 2.618 -0.51
C -4.593 6.577 1.233 -0.37
C -3.648 5.710 0.690 -0.64
H -2.331 4.503 3.653 0.35
H -4.046 6.035 4.566 0.34
H -5.396 7.454 3.030 0.34
H -5.245 7.148 0.572 0.34
H -3.541 5.618 -0.395 0.35

***

Record 3
13
Properties=species:S:1:pos:R:3:mulliken_charge:R:1 method="wB97M-V/def2-TZVPD" de_lowest_ev=3.455 orbital_gap_ev=11.10
C -1.250 0.278 1.287 -1.26
C -0.824 0.099 -0.249 -0.13
C 0.404 -0.348 -0.754 0.41
C 1.483 -0.888 0.190 -0.85
H -2.119 0.927 1.341 0.34
H -0.401 0.644 2.005 0.35
H -1.639 -0.725 1.625 0.30
H -1.778 0.225 -0.837 0.31
H 0.416 -0.925 -1.752 0.30
H 0.908 -0.909 1.411 0.19
H 2.511 -0.084 0.212 0.23
H 1.560 -2.027 -0.207 0.27
O 0.208 1.003 -0.830 -0.46

***

Record 4
13
Properties=species:S:1:pos:R:3:mulliken_charge:R:1 method="wB97M-V/def2-TZVPD" de_lowest_ev=1.560 smiles="C=CC.C=O" orbital_gap_ev=10.87
C -0.528 1.428 0.273 -0.82
C 0.583 0.863 -0.198 0.08
C 1.490 -0.047 0.578 -0.96
H -1.151 2.074 -0.342 0.27
H -0.852 1.278 1.302 0.27
H 0.869 1.049 -1.235 0.32
H 2.526 0.314 0.555 0.32
H 1.174 -0.130 1.622 0.28
H 1.487 -1.055 0.144 0.24
C -1.400 -1.438 -0.676 -0.13
O -0.733 -2.339 -0.231 -0.41
H -2.236 -0.984 -0.111 0.26
H -1.228 -1.012 -1.682 0.27

***

Record 5
20
Properties=species:S:1:pos:R:3:mulliken_charge:R:1 method="wB97M-V/def2-TZVPD" de_lowest_ev=0.834 smiles="C=CCS[P@H](=O)OCC" orbital_gap_ev=10.21
C 4.513 0.024 -0.200 -0.73
C 3.252 0.294 -0.378 -0.06
C 2.117 -0.096 0.721 -0.52
S 1.006 -1.301 0.069 -0.17
P -0.633 0.006 -0.153 0.63
O -0.528 1.259 0.526 -0.63
O -1.726 -0.916 0.473 -0.27
C -3.059 -0.302 0.653 -0.29
C -3.587 -0.004 -0.751 -0.88
H 4.870 -0.398 0.680 0.26
H 5.317 0.203 -0.911 0.24
H 2.835 0.959 -1.128 0.29
H 2.654 -0.711 1.446 0.30
H 1.569 0.874 1.183 0.33
H -0.995 0.204 -1.407 0.04
H -3.679 -1.066 1.084 0.28
H -2.893 0.614 1.311 0.28
H -4.605 0.551 -0.727 0.32
H -2.843 0.753 -1.296 0.23
H -3.585 -0.949 -1.197 0.34

***

Record 6
26
Properties=species:S:1:pos:R:3:mulliken_charge:R:1 method="wB97M-V/def2-TZVPD" total_charge=+1 de_lowest_ev=1.281 orbital_gap_ev=12.15
C 0.218 2.472 0.230 -1.28
C 0.088 1.051 0.762 -0.49
N -0.013 -0.051 -0.282 0.12
C 0.919 0.222 -1.439 -1.03
H 1.244 2.792 0.293 0.43
H -0.201 2.635 -0.760 0.37
H -0.375 3.124 0.861 0.36
H 0.909 0.786 1.425 0.44
H -0.808 0.957 1.378 0.37
H -0.986 -0.076 -0.547 0.34
H 0.356 -0.889 0.126 0.22
H 1.681 0.944 -1.167 0.35
H 0.369 0.681 -2.209 0.40
H 1.545 -0.656 -1.575 0.38
H -0.344 -3.431 0.796 0.27
H 0.965 -3.224 1.438 0.35
O 0.536 -3.089 0.584 -0.64
H -3.431 -1.666 0.894 0.31
H -2.276 -2.101 1.664 0.29
O -2.546 -1.356 1.108 -0.56
H 4.322 -1.102 -0.225 0.29
H 3.293 -2.228 -0.177 0.30
O 3.380 -1.279 -0.319 -0.58
H -2.913 2.205 -0.287 0.30
H -3.311 1.708 -1.615 0.29
O -2.619 1.572 -0.956 -0.57